Entry 1:
DFT (ωB97M-V with the def2-TZVPD basis set) results for a 2-piece molecular cluster, C4H8N2O overall in a non-equilibrium geometry.

Computed properties:
Lowest unoccupied orbital energy (alpha / beta), eV: 0.6 / 0.6
Orbital gap (alpha / beta), eV: 7.906 / 8.475
Energy above the lowest of the compared OMol25 structures with the same formula, charge and spin, kJ/mol: 658.4
HOMO energy (alpha / beta), eV: -7.29 / -7.92

The geometry in ORCA input format:
```
! wB97M-V def2-TZVPD RIJCOSX def2/J DEFGRID3
* xyz 0 1
O -1.192 0.476 2.197
N -0.088 0.846 -1.105
N 0.762 0.118 -0.346
C -0.475 0.376 -2.451
C -0.463 -0.429 1.810
C 1.031 1.521 -0.595
C -0.259 -1.803 2.360
H 0.863 2.261 0.202
H -0.668 -0.663 -2.354
H 1.960 1.699 -1.104
H -1.231 1.024 -2.790
H 0.040 -2.425 1.483
H 0.602 -1.409 2.899
H 0.308 0.407 -3.225
H -1.188 -2.000 3.019
*
```

Entry 2:
DFT (ωB97M-V with the def2-TZVPD basis set) results for a 2-piece molecular cluster, C9H14N3O overall in a non-equilibrium geometry.

Computed properties:
Lowest unoccupied orbital energy, eV: -2.8
Orbital gap, eV: 9.675
Energy above the lowest of the compared OMol25 structures with the same formula, charge and spin, kJ/mol: 31.8
HOMO energy, eV: -12.49

The geometry in ORCA input format:
```
! wB97M-V def2-TZVPD RIJCOSX def2/J DEFGRID3
* xyz 1 1
O -0.543 -2.247 0.543
N 2.298 1.409 0.545
N 4.912 0.597 0.548
N 0.391 -0.007 0.117
C -2.033 -0.350 -0.005
C -0.437 -1.633 -1.687
C -2.905 -0.629 0.976
C 1.323 0.596 0.410
C -3.281 1.650 -0.494
C -4.018 0.194 1.183
C -0.836 -1.175 -0.258
C -2.228 0.780 -0.766
C -4.198 1.353 0.442
H 5.308 1.421 0.903
H 2.297 2.361 0.554
H -5.155 1.849 0.613
H -1.347 -1.429 -2.281
H 0.427 -1.060 -2.219
H -3.386 2.621 -1.052
H -0.241 -2.826 -1.708
H 3.175 0.860 0.800
H 5.397 -0.219 0.988
H 5.247 0.553 -0.366
H -4.784 -0.151 1.905
H -1.654 1.143 -1.569
H -2.626 -1.449 1.587
H -0.394 -2.171 1.448
*
```

Entry 3:
DFT (ωB97M-V with the def2-TZVPD basis set) results for an isolated ion of composition C7H13N4O and charge +1 in a non-equilibrium geometry.

Computed properties:
Lowest unoccupied orbital energy, eV: -4.5
Orbital gap, eV: 8.745
SMILES string: CNCc1[nH]cn[n+]1C[C@@H]1CO1
Energy above the lowest of the compared OMol25 structures with the same formula, charge and spin, kJ/mol: 939.1
HOMO energy, eV: -13.25

The geometry in ORCA input format:
```
! wB97M-V def2-TZVPD RIJCOSX def2/J DEFGRID3
* xyz 1 1
O 3.671 -0.924 -0.453
N 0.020 0.486 -1.222
N -1.436 -1.794 1.462
N -0.449 1.504 -2.076
N -1.773 1.438 0.058
C -1.577 2.127 -1.276
C 2.491 0.093 -0.588
C -0.695 0.368 0.119
C 3.992 0.369 -1.417
C -2.770 -1.167 1.906
C 1.157 -0.413 -1.658
C -0.385 -0.688 1.362
H 4.147 1.372 -0.836
H -3.472 -1.192 0.941
H -2.647 -0.080 2.336
H -2.123 3.022 -1.796
H 0.967 -1.546 -1.414
H 2.209 0.850 0.371
H 0.677 -1.212 1.208
H -3.271 -1.824 2.754
H 1.546 -0.208 -2.746
H -1.143 -2.365 2.312
H -2.492 1.681 0.773
H 3.671 0.226 -2.531
H -0.315 -0.122 2.410
*
```

Entry 4:
DFT (ωB97M-V with the def2-TZVPD basis set) results for a 2-piece molecular cluster, C7H15NO overall in a non-equilibrium geometry.

Computed properties:
Lowest unoccupied orbital energy (alpha / beta), eV: -0.1 / -0.1
Orbital gap (alpha / beta), eV: 8.232 / 8.231
Energy above the lowest of the compared OMol25 structures with the same formula, charge and spin, kJ/mol: 392.0
HOMO energy (alpha / beta), eV: -8.29 / -8.29

The geometry in ORCA input format:
```
! wB97M-V def2-TZVPD RIJCOSX def2/J DEFGRID3
* xyz 0 1
O 0.271 -2.214 -0.438
N -1.938 -1.095 -0.712
C 0.778 1.291 1.129
C -1.734 -0.072 0.094
C 2.406 -1.405 0.234
C 0.881 -1.349 0.339
C 0.655 0.746 -1.291
C -2.353 1.270 -0.157
C 0.479 0.369 -0.021
H -1.795 2.057 0.345
H 2.735 -2.368 0.628
H -2.185 -0.849 -1.665
H 1.721 1.023 1.610
H -1.020 -1.849 -0.672
H -1.583 -0.348 1.134
H 0.010 1.222 1.904
H 0.854 2.333 0.812
H 2.697 -1.343 -0.812
H -3.371 1.275 0.242
H 0.465 0.045 -2.097
H 0.553 -1.365 1.399
H -2.397 1.492 -1.224
H 0.969 1.745 -1.576
H 2.900 -0.612 0.796
*
```

Entry 5:
DFT (ωB97M-V with the def2-TZVPD basis set) results for an isolated ion of composition C6H13N3 and charge +2 in a non-equilibrium geometry.

Computed properties:
Lowest unoccupied orbital energy, eV: -10.5
Orbital gap, eV: 8.023
Energy above the lowest of the compared OMol25 structures with the same formula, charge and spin, kJ/mol: 457.8
HOMO energy, eV: -18.51

The geometry in ORCA input format:
```
! wB97M-V def2-TZVPD RIJCOSX def2/J DEFGRID3
* xyz 2 1
N -0.139 0.531 0.366
N -0.824 -0.489 1.114
N -0.127 -0.750 2.172
C 1.024 0.761 1.168
C 0.845 0.074 2.305
C -0.450 1.020 -0.940
C 0.040 0.914 -3.447
C -0.424 -1.980 2.955
C 0.360 0.264 -2.148
H -0.682 0.380 -4.090
H -0.912 -2.759 2.519
H -0.109 1.935 -3.468
H -0.010 -0.751 -2.351
H 1.590 1.655 0.865
H -1.590 -1.155 0.861
H 0.444 -2.180 3.484
H 1.621 0.128 3.117
H -1.198 -1.647 3.683
H -0.251 2.102 -0.991
H 1.398 0.291 -1.877
H 0.863 0.804 -4.079
H -1.471 0.852 -1.219
*
```

Entry 6:
DFT (ωB97M-V with the def2-TZVPD basis set) results for one molecule with the formula C5H9NO.

Computed properties:
Lowest unoccupied orbital energy, eV: 0.7
Orbital gap, eV: 9.041
SMILES string: C[C@H]1CC/C1=[NH+]\[O-]
Energy above the lowest of the compared OMol25 structures with the same formula, charge and spin, kJ/mol: 354.5
HOMO energy, eV: -8.34

The geometry in ORCA input format:
```
! wB97M-V def2-TZVPD RIJCOSX def2/J DEFGRID3
* xyz 0 1
O -2.283 -1.782 1.378
N -1.385 -0.892 1.358
C 1.354 1.289 0.731
C 0.421 -0.023 -1.357
C -0.597 -1.145 -1.016
C 0.169 0.650 0.021
C -0.572 -0.625 0.387
H -1.587 -1.015 -1.470
H -1.275 -0.322 2.208
H -0.607 1.421 -0.074
H -0.275 -2.177 -1.187
H 1.441 -0.417 -1.421
H 1.684 2.133 0.111
H 2.208 0.614 0.855
H 1.086 1.699 1.711
H 0.218 0.593 -2.236
*
```

Entry 7:
DFT (ωB97M-V with the def2-TZVPD basis set) results for a 2-piece molecular cluster, C5H11NO overall in a non-equilibrium geometry.

Computed properties:
Lowest unoccupied orbital energy, eV: 0.7
Orbital gap, eV: 8.930
SMILES string: C[C@H]1C=CCN1.O
Energy above the lowest of the compared OMol25 structures with the same formula, charge and spin, kJ/mol: 195.5
HOMO energy, eV: -8.18

The geometry in ORCA input format:
```
! wB97M-V def2-TZVPD RIJCOSX def2/J DEFGRID3
* xyz 0 1
O 3.177 0.205 -0.265
N 0.385 0.126 0.114
C -1.012 0.452 0.397
C 0.456 -1.306 0.125
C -1.238 1.778 -0.320
C -1.810 -0.723 -0.134
C -0.938 -1.704 -0.361
H 0.999 0.567 0.797
H -1.189 0.590 1.477
H -2.887 -0.796 -0.265
H -1.186 -2.686 -0.697
H -0.652 2.579 0.150
H 3.918 0.837 -0.442
H 1.188 -1.674 -0.599
H -1.022 1.678 -1.443
H 0.711 -1.618 1.133
H -2.285 2.021 -0.182
H 3.385 -0.326 0.516
*
```

Entry 8:
DFT (ωB97M-V with the def2-TZVPD basis set) results for a 3-piece molecular cluster, C3H12O2S2 overall in a non-equilibrium geometry.

Computed properties:
Lowest unoccupied orbital energy, eV: 0.6
Orbital gap, eV: 9.549
SMILES string: CCCSS.O.O
Energy above the lowest of the compared OMol25 structures with the same formula, charge and spin, kJ/mol: 90.2
HOMO energy, eV: -9.00

The geometry in ORCA input format:
```
! wB97M-V def2-TZVPD RIJCOSX def2/J DEFGRID3
* xyz 0 1
S -2.479 -0.402 0.396
S -0.786 -0.257 -0.622
O -1.747 2.146 2.998
O -1.289 -4.396 -1.860
C 1.795 0.607 -0.189
C 0.496 0.335 0.518
C 1.658 1.677 -1.319
H -0.816 2.105 3.252
H 2.533 1.058 0.488
H -2.514 -1.566 1.137
H 2.163 -0.328 -0.622
H 0.822 1.360 -1.954
H -1.465 -5.061 -2.558
H 2.498 1.619 -2.002
H -2.043 1.253 3.086
H -1.129 -3.538 -2.218
H 1.548 2.650 -0.856
H 0.012 1.170 1.047
H 0.742 -0.432 1.277
*
```

Entry 9:
DFT (ωB97M-V with the def2-TZVPD basis set) results for C21H21ClCoF3I2O5Se as an isolated structure.

Computed properties:
Lowest unoccupied orbital energy (alpha / beta), eV: 1.9 / 1.9
Orbital gap (alpha / beta), eV: 6.154 / 6.161
Energy above the lowest of the compared OMol25 structures with the same formula, charge and spin, kJ/mol: 51.6
HOMO energy (alpha / beta), eV: -4.30 / -4.30

The geometry in ORCA input format:
```
! wB97M-V def2-TZVPD RIJCOSX def2/J DEFGRID3
* xyz -1 2
I 5.261 -3.500 0.900
I 1.927 -4.481 1.709
Se -0.382 -0.507 -0.672
Co 0.539 -2.321 0.574
Cl 3.658 5.617 -2.979
F -1.935 -6.168 -0.626
F -2.369 -4.656 -2.113
F -3.443 -4.666 -0.242
O -1.371 -3.394 0.896
O -0.079 -3.882 -0.835
O 2.357 1.628 1.118
O 1.546 -1.083 2.002
O 2.440 -1.357 0.012
C -2.667 0.075 1.008
C -4.894 0.580 0.189
C 3.908 3.271 0.251
C -3.112 0.078 -1.379
C -1.727 -0.075 2.165
C -2.650 -0.093 -2.798
C -6.331 0.943 0.446
C 4.864 3.095 1.398
C -2.221 -0.102 -0.309
C 2.718 2.539 0.165
C 3.283 4.424 -1.770
C -3.997 0.413 1.232
C 3.215 0.501 1.301
C 2.093 3.720 -1.843
C -4.430 0.416 -1.110
C 2.349 -0.744 1.107
C -1.134 -3.959 -0.182
C 1.820 2.777 -0.869
C 3.403 -4.224 0.165
C -2.239 -4.862 -0.792
C 4.179 4.206 -0.740
H -0.935 0.675 2.108
H 5.092 4.784 -0.688
H 5.592 2.311 1.184
H -6.567 0.857 1.506
H -7.003 0.292 -0.115
H -3.445 0.134 -3.509
H -1.801 0.562 -2.997
H -2.309 -1.117 -2.960
H 1.401 3.896 -2.653
H -4.337 0.544 2.253
H 3.618 0.514 2.316
H 4.323 2.817 2.300
H 3.020 -3.488 -0.529
H 0.913 2.188 -0.904
H -6.533 1.970 0.133
H 5.409 4.019 1.583
H -5.121 0.553 -1.936
H 3.579 -5.189 -0.294
H -1.241 -1.052 2.140
H 4.018 0.487 0.563
H -2.249 0.030 3.116
*
```

Entry 10:
DFT (ωB97M-V with the def2-TZVPD basis set) results for a 2-piece molecular cluster, C16H17N overall in a non-equilibrium geometry.

Computed properties:
Lowest unoccupied orbital energy, eV: 0.9
Orbital gap, eV: 8.719
SMILES string: Cc1c[nH]c2ccccc12.Cc1ccccc1
Energy above the lowest of the compared OMol25 structures with the same formula, charge and spin, kJ/mol: 135.1
HOMO energy, eV: -7.83

The geometry in ORCA input format:
```
! wB97M-V def2-TZVPD RIJCOSX def2/J DEFGRID3
* xyz 0 1
N -1.060 2.758 0.141
C 0.628 -0.617 -1.679
C -1.991 1.872 0.652
C 2.234 1.047 2.073
C -2.160 -0.244 2.104
C -0.435 -2.733 -1.768
C 0.657 -1.975 -1.380
C 0.936 0.558 2.180
C -0.321 -0.088 -2.517
C -1.493 -0.855 -2.762
C -0.085 1.245 1.551
C -1.552 -2.198 -2.415
C -1.500 0.916 1.469
C 1.749 -2.636 -0.567
C 0.157 2.421 0.729
C 1.486 2.723 0.516
C 2.501 2.151 1.275
H 1.495 -2.813 0.476
H -2.979 1.957 0.206
H -1.897 -1.189 1.587
H 0.752 -0.393 2.663
H 1.822 3.660 0.061
H 1.854 -3.633 -1.013
H -2.409 -0.320 -2.994
H 3.529 2.486 1.324
H -1.249 3.669 -0.234
H 3.096 0.756 2.663
H -1.688 -0.404 3.073
H -2.365 -2.834 -2.730
H -0.356 0.876 -3.002
H 2.695 -2.122 -0.712
H -0.240 -3.796 -1.648
H -3.232 -0.232 1.912
H 1.422 -0.014 -1.235
*
```

Entry 11:
DFT (ωB97M-V with the def2-TZVPD basis set) results for one molecule with the formula C13H20INO2 in a non-equilibrium geometry.

Computed properties:
Lowest unoccupied orbital energy, eV: 0.2
Orbital gap, eV: 7.798
SMILES string: COc1cc(OC)c(C[C@@H](C)N(C)C)cc1I
HOMO energy, eV: -7.65

The geometry in ORCA input format:
```
! wB97M-V def2-TZVPD RIJCOSX def2/J DEFGRID3
* xyz 0 1
I -3.776 2.720 1.666
O 1.987 -0.354 1.294
O -0.642 3.488 2.612
N -0.283 -0.783 -2.133
C 0.739 0.220 1.399
C -1.749 1.679 1.582
C -0.567 2.221 2.043
C -1.697 -0.900 -2.801
C 0.793 -0.238 -3.041
C 0.685 1.509 1.929
C -0.497 -0.342 0.917
C 0.167 -3.098 -1.865
C -1.698 0.418 1.010
C 2.454 -0.950 2.490
C -0.563 -1.669 0.148
C 0.200 -1.667 -1.139
C 0.082 4.475 1.964
H 0.409 -2.890 -2.879
H -0.798 -3.540 -1.643
H -1.632 -1.946 -0.058
H 2.903 -1.751 2.194
H 1.665 1.922 2.244
H 1.121 -0.996 -3.698
H -0.274 -2.395 0.864
H -1.791 -0.303 -3.664
H 1.622 0.104 -2.449
H -1.795 -1.989 -3.000
H -0.003 5.382 2.525
H 1.295 -1.415 -0.899
H 3.153 -0.292 3.045
H -2.539 -0.777 -2.089
H 0.366 0.561 -3.680
H 1.639 -1.231 3.113
H -0.309 4.635 0.959
H 0.857 -3.801 -1.428
H -2.649 -0.147 0.814
H 1.122 4.140 1.653
*
```

Entry 12:
DFT (ωB97M-V with the def2-TZVPD basis set) results for C37H37BrGeN2O3SZn as an isolated structure.

Computed properties:
Lowest unoccupied orbital energy (alpha / beta), eV: -3.1 / -5.2
Orbital gap (alpha / beta), eV: 7.623 / 5.907
Energy above the lowest of the compared OMol25 structures with the same formula, charge and spin, kJ/mol: 36.5
HOMO energy (alpha / beta), eV: -10.68 / -11.06

The geometry in ORCA input format:
```
! wB97M-V def2-TZVPD RIJCOSX def2/J DEFGRID3
* xyz 1 2
Br -6.377 1.502 2.462
Ge -0.801 -1.698 -1.321
Zn 0.454 0.310 -0.306
S 0.698 1.611 2.432
O -0.317 1.952 -0.702
O 1.135 0.433 1.559
O -1.487 3.294 -2.001
N 2.289 0.416 -1.236
N 6.501 -1.589 -0.387
C 2.035 2.845 2.330
C -5.391 -0.638 -1.252
C -4.654 -0.477 -2.414
C 0.891 0.965 4.105
C -0.146 -3.210 -0.300
C -4.783 -1.119 -0.102
C 0.268 1.907 5.123
C 0.039 -1.494 -3.064
C -1.250 1.923 5.046
C -0.445 -5.073 1.201
C 0.917 -5.326 1.170
C 3.327 2.339 1.704
C -1.423 2.531 -1.063
C -3.437 -1.435 -0.115
C 4.099 1.335 2.542
C 2.478 1.333 -2.185
C -2.685 -1.286 -1.283
C -0.032 -0.268 -3.727
C -3.307 -0.794 -2.431
C 1.252 -2.406 -4.937
C -3.674 1.142 1.674
C -0.976 -4.018 0.476
C -3.799 2.954 -0.428
C -4.918 2.737 0.353
C 1.754 -4.532 0.402
C 4.803 0.809 -2.319
C 5.661 -0.937 -0.804
C 4.596 -0.138 -1.319
C 0.691 -2.562 -3.678
C 3.724 1.557 -2.754
C -2.565 1.367 0.878
C 1.224 -3.480 -0.323
C 3.317 -0.300 -0.799
C 0.530 -0.115 -4.983
C -2.611 2.271 -0.176
C -4.847 1.829 1.399
C 1.173 -1.185 -5.586
H -5.356 -1.232 0.806
H -2.045 -3.847 0.495
H 0.354 0.016 4.078
H 1.605 1.902 -2.470
H 3.125 -1.006 -0.004
H 0.754 -3.522 -3.184
H -3.827 3.650 -1.252
H -1.664 2.580 5.806
H 1.880 -2.880 -0.942
H 1.619 3.666 1.747
H -3.639 0.434 2.486
H 1.745 -3.240 -5.413
H -5.128 -0.099 -3.307
H 0.459 0.833 -5.494
H 5.789 0.953 -2.735
H 0.663 2.917 5.000
H -2.967 -1.775 0.800
H -1.605 2.273 4.078
H -1.097 -5.703 1.785
H -5.838 3.262 0.154
H -2.744 -0.665 -3.344
H -1.655 0.927 5.211
H 1.606 -1.070 -6.568
H 3.941 3.223 1.518
H 0.598 1.581 6.111
H 1.945 0.764 4.278
H 2.189 3.198 3.349
H 1.325 -6.148 1.738
H 5.069 1.134 2.097
H -6.441 -0.384 -1.240
H -0.537 0.575 -3.265
H -1.655 0.818 1.083
H 2.814 -4.738 0.365
H 4.278 1.711 3.547
H 3.569 0.390 2.618
H 3.838 2.310 -3.518
H 3.098 1.914 0.724
*
```